# C19H43BCsO9PtS4

A structure of composition C19H43BCsO9PtS4 in a non-equilibrium geometry (wB97M-V/def2-TZVPD, OMol25).

```
78
Properties=species:S:1:pos:R:3:lowdin_spin:R:1
Cs -2.069 -1.698 2.098 0.0016
Pt 1.724 0.389 0.786 1.5842
B -0.522 0.233 0.182 0.0544
H -1.578 0.091 0.013 0.0273
H -0.056 1.006 -0.408 0.0119
H -0.365 0.388 1.239 0.0132
H -0.057 -0.717 -0.029 0.0096
C 2.577 -1.278 4.553 0.0035
C 2.162 -2.075 3.310 0.0126
C 1.372 -3.218 3.661 0.0010
O 1.648 -1.090 2.456 0.0706
H 1.805 -0.738 5.102 0.0000
H 3.343 -0.544 4.302 0.0002
H 2.978 -1.874 5.373 0.0008
H 3.153 -2.417 3.014 -0.0001
H 1.902 -3.610 4.530 0.0005
H 1.592 -4.002 2.936 0.0001
H 0.316 -2.994 3.810 0.0001
C -5.100 -1.021 -2.583 0.0000
C -3.609 -0.815 -2.923 0.0004
C -2.990 -2.148 -3.363 0.0000
S -4.377 -2.808 -4.441 0.0000
O -4.336 -4.270 -4.240 0.0000
O -4.298 -2.140 -5.743 0.0000
C -5.789 -2.081 -3.447 0.0000
H -5.662 -0.088 -2.630 0.0000
H -5.146 -1.332 -1.540 0.0000
H -3.118 -0.359 -2.064 0.0007
H -3.473 -0.104 -3.739 0.0000
H -2.876 -2.713 -2.438 0.0000
H -2.060 -2.228 -3.927 0.0000
H -6.001 -2.838 -2.692 0.0000
H -6.692 -1.937 -4.041 0.0000
C 1.741 4.664 -3.215 0.0007
C 1.679 5.266 -1.728 0.0002
C 2.572 4.450 -0.805 -0.0004
S 2.757 2.823 -1.606 0.0096
O 2.152 1.705 -0.807 0.0395
O 4.179 2.668 -1.926 0.0062
C 1.804 3.142 -3.079 0.0024
H 2.632 4.794 -3.829 0.0000
H 0.935 5.073 -3.823 0.0002
H 0.622 5.167 -1.482 0.0000
H 1.957 6.312 -1.861 0.0000
H 2.131 4.393 0.190 0.0000
H 3.534 4.949 -0.920 -0.0001
H 0.783 2.776 -2.973 0.0000
H 2.281 2.537 -3.850 0.0000
C 0.672 -3.866 -0.595 0.0000
C -0.154 -3.184 -1.752 0.0004
C 0.846 -2.304 -2.617 0.0013
S 2.477 -2.128 -1.752 0.0077
O 2.395 -0.955 -0.877 0.0614
O 3.608 -2.249 -2.575 0.0097
C 2.230 -3.841 -0.909 -0.0009
H 0.374 -4.904 -0.446 0.0000
H 0.572 -3.253 0.301 -0.0001
H -1.048 -2.611 -1.505 0.0000
H -0.529 -3.977 -2.399 0.0001
H 0.435 -1.319 -2.839 0.0000
H 0.935 -2.733 -3.615 0.0000
H 2.904 -3.964 -0.061 0.0000
H 2.513 -4.470 -1.753 -0.0001
C -1.487 2.372 4.360 0.0001
C -0.209 1.669 4.956 -0.0001
C 1.025 2.384 4.397 -0.0008
S 0.502 3.179 2.718 0.0078
O 1.104 2.401 1.671 0.0509
O 0.576 4.648 2.729 0.0106
C -1.322 2.601 2.871 0.0008
H -1.661 3.221 5.021 0.0000
H -2.248 1.620 4.570 0.0000
H -0.149 0.605 4.727 0.0000
H -0.374 1.715 6.032 0.0000
H 1.940 1.823 4.207 -0.0001
H 1.175 3.128 5.179 0.0000
H -1.178 1.664 2.332 0.0004
H -2.078 3.041 2.220 0.0000
```

The HOMO-LUMO gap (spin up / spin down) comes out at 7.565 / 6.666 eV. Its multiplicity is 3. As for the expectation value of S²: 2.003. The calculation puts the HOMO energy (spin up / spin down) at -10.6 / -10.5 eV. The total charge is +1.

---

# C4H7O2Yb

A structure of composition C4H7O2Yb in a non-equilibrium geometry (wB97M-V/def2-TZVPD, OMol25).

```
14
Properties=species:S:1:pos:R:3:lowdin_spin:R:1
H -0.023 -3.076 0.736 0.0001
O -1.493 -2.347 -0.466 0.0042
C -0.785 -2.287 0.568 0.0005
H -1.193 -1.640 1.375 0.0002
C 0.916 -0.382 0.101 0.0432
C 0.746 0.999 0.153 0.1363
C 0.185 2.120 -0.659 0.2017
H 1.317 -0.816 1.022 0.0047
H 1.197 -0.798 -0.874 0.0032
H 0.912 1.368 1.176 0.0338
H 0.936 1.475 -1.443 0.1319
H 0.521 3.110 -0.307 0.0019
O -1.148 2.047 -0.847 0.3744
Yb -2.088 0.226 -0.536 0.0638
```

The HOMO-LUMO gap (spin up / spin down) comes out at 9.314 / 6.310 eV. Its multiplicity is 2. As for the expectation value of S²: 0.758. The calculation puts the HOMO energy (spin up / spin down) at -18.6 / -18.3 eV. The calculation puts the energy relative to the best compared isomer or geometry (same formula, charge and spin) at 31.14 kcal/mol. The total charge is +2.

---

# C3H2N4O

An isolated molecule of C3H2N4O in a non-equilibrium geometry (wB97M-V/def2-TZVPD, OMol25).

```
10
Properties=species:S:1:pos:R:3:lowdin_charge:R:1
C -1.077 -0.338 -0.051 -0.4998
C 1.528 -0.307 0.384 -0.1582
C 1.076 0.980 0.444 -0.1662
H 2.657 -0.537 0.686 0.1561
H 1.608 1.877 0.914 0.1469
N -0.230 -1.260 -0.650 0.1335
N 1.078 -1.301 -0.365 0.0700
N 0.139 1.548 -0.266 0.0028
N -0.991 1.099 -0.734 0.1934
O -1.674 -0.494 0.981 0.1214
```

Its SMILES is O=c1nnccnn1. The HOMO-LUMO gap comes out at 8.055 eV. Its multiplicity is 1. The calculation puts the HOMO energy at -10.1 eV. The calculation puts the energy relative to the best compared isomer or geometry (same formula, charge and spin) at 78.46 kcal/mol. The total charge is 0.

---

# C31H31AsN7OPtS2

A structure of composition C31H31AsN7OPtS2 (wB97M-V/def2-TZVPD, OMol25).

```
74
Properties=species:S:1:pos:R:3:lowdin_spin:R:1
Pt -0.028 1.506 2.579 1.3071
C 4.003 -1.869 4.085 0.0213
S 2.663 -1.505 5.216 0.1098
C 1.924 -0.142 4.490 0.0235
S 2.415 0.645 3.101 0.2487
N 0.911 0.302 5.315 0.4532
N 0.214 1.302 4.781 0.0810
C -0.207 2.195 5.624 0.1502
C -0.672 3.465 5.104 0.0091
C -1.219 4.417 5.952 0.0426
C -1.575 5.654 5.428 -0.0056
C -1.343 5.890 4.088 0.0416
C -0.779 4.878 3.307 0.0098
N -0.455 3.690 3.790 0.1095
H 4.492 -2.757 4.480 -0.0001
H 4.707 -1.039 4.064 0.0054
H 3.621 -2.062 3.084 0.0059
H -0.092 2.029 6.693 0.0047
H -1.360 4.192 7.002 0.0018
H -2.006 6.417 6.061 -0.0010
H -1.580 6.845 3.638 0.0023
H -0.581 5.046 2.256 0.0002
C 1.588 -5.749 -9.210 0.0067
O 1.704 -4.339 -8.876 0.1657
C 1.498 -3.900 -7.678 0.1285
C 1.140 -4.726 -6.569 0.0933
C 0.949 -4.150 -5.352 0.0341
C 1.099 -2.748 -5.170 0.1805
C 1.454 -1.935 -6.286 0.0094
C 1.649 -2.490 -7.505 0.0735
C 0.905 -2.111 -3.906 -0.0044
N 1.031 -0.799 -3.717 0.0886
C 0.770 -0.593 -2.414 0.0278
C 0.476 -1.790 -1.768 0.0874
N 0.566 -2.747 -2.729 0.0263
C 0.164 -1.863 -0.369 0.0068
C -0.131 -3.034 0.339 0.0125
C -0.404 -2.961 1.683 0.0000
C -0.380 -1.712 2.304 0.0244
N -0.106 -0.597 1.646 0.1098
C 0.165 -0.643 0.331 0.0325
C 0.470 0.621 -0.336 0.0116
N 0.453 1.745 0.409 0.0822
C 0.743 2.904 -0.164 0.0036
C 1.059 3.021 -1.517 0.0064
C 1.073 1.888 -2.294 -0.0023
C 0.776 0.658 -1.699 0.0055
H 1.816 -5.804 -10.267 -0.0004
H 0.571 -6.086 -9.023 0.0033
H 2.315 -6.320 -8.635 0.0033
H 1.022 -5.792 -6.697 0.0034
H 0.675 -4.788 -4.522 -0.0015
H 1.562 -0.871 -6.136 -0.0022
H 1.919 -1.901 -8.371 0.0015
H 0.419 -3.735 -2.606 0.0001
H -0.148 -3.994 -0.162 0.0007
H -0.637 -3.845 2.259 0.0002
H -0.590 -1.614 3.362 0.0019
H 0.731 3.774 0.479 0.0011
H 1.288 3.992 -1.931 0.0007
H 1.311 1.928 -3.349 0.0000
C -3.018 3.004 0.780 0.0169
As -2.514 1.778 2.192 0.0892
C -3.598 2.375 3.680 0.0213
C -3.402 0.149 1.639 0.0182
H -4.100 2.984 0.655 0.0033
H -2.543 2.705 -0.153 0.0000
H -2.709 4.017 1.032 0.0000
H -4.650 2.347 3.398 0.0037
H -3.328 3.397 3.942 0.0001
H -3.440 1.726 4.540 0.0003
H -4.454 0.354 1.444 0.0033
H -3.325 -0.602 2.424 0.0001
H -2.937 -0.230 0.730 0.0000
```

The HOMO-LUMO gap (spin up / spin down) comes out at 6.248 / 5.305 eV. Its multiplicity is 5. As for the expectation value of S²: 6.075. The calculation puts the HOMO energy (spin up / spin down) at -14.1 / -15.7 eV. The total charge is +3.

---

no.,E (eV)
1,-86623.7261
2,-39863.4459
3,-11145.8697
4,-130859.2426